# 1
C42H31AsN5OReSe as an isolated structure. Source: OMol25; level of theory: the ωB97M-V functional and the def2-TZVPD basis.

```
82
Properties=species:S:1:pos:R:3:forces:R:3
Re 0.8489 -0.7236 -0.1658 0.6 -0.6 -0.3
Se 2.5378 -3.2078 6.9185 -0.1 0.1 -0.3
N 1.0091 -3.0075 6.0366 0.1 0.0 0.0
C 1.3102 -2.5747 4.8356 -0.2 0.0 0.1
C 0.3149 -2.3013 3.8053 0.1 0.0 0.0
C -1.0574 -2.5122 3.9789 0.0 0.0 0.0
C -1.9104 -2.2436 2.9311 0.0 0.0 -0.1
C -1.3913 -1.7714 1.7266 -0.1 -0.2 0.0
N -0.0874 -1.5668 1.5485 -0.2 0.0 0.1
C 0.7578 -1.8232 2.5758 0.1 0.1 0.1
C 2.1731 -1.6114 2.3060 0.0 -0.1 0.1
N 2.5009 -1.1648 1.0595 -0.2 0.2 0.2
C 3.7995 -1.0781 0.7298 0.0 0.0 0.1
C 4.8141 -1.3792 1.6235 -0.1 0.0 -0.1
C 4.4878 -1.7830 2.9040 0.0 0.0 0.0
C 3.1426 -1.9144 3.2580 -0.1 0.0 0.0
C 2.6992 -2.3856 4.5654 0.2 0.0 0.0
N 3.5246 -2.6661 5.5456 -0.1 0.0 0.0
H -1.4197 -2.8889 4.9260 0.0 0.0 0.0
H -2.9752 -2.4041 3.0213 0.0 0.0 0.0
H -2.0275 -1.5824 0.8693 0.0 0.0 0.1
H 4.0347 -0.7912 -0.2837 0.0 0.0 0.0
H 5.8424 -1.2999 1.3045 0.0 0.0 0.0
H 5.2513 -2.0177 3.6337 0.0 0.0 0.0
N 1.9194 0.4079 -1.6961 0.1 0.0 0.0
C 1.7815 0.0942 -3.1154 0.1 0.0 -0.1
C 1.8549 1.1441 -4.0171 0.0 -0.1 -0.1
C 1.7585 0.8954 -5.3773 0.0 0.0 0.1
C 1.5899 -0.4092 -5.8184 0.0 0.0 0.0
C 1.5298 -1.4472 -4.9065 0.0 0.0 0.0
C 1.6402 -1.2269 -3.5264 -0.1 0.1 -0.1
C 1.5449 -2.3826 -2.6071 0.0 -0.1 0.0
C 1.9621 -3.6236 -3.0817 0.0 0.0 0.0
C 1.7090 -4.7964 -2.3872 0.0 0.0 0.0
C 1.0073 -4.7774 -1.1860 0.0 0.0 0.1
C 0.6418 -3.5627 -0.6514 0.2 -0.1 -0.2
C 0.9596 -2.3369 -1.3014 -0.2 0.1 0.0
H 1.6250 1.3816 -1.5945 0.0 0.0 0.1
H 2.9149 0.4306 -1.4757 0.0 0.0 0.0
H 2.0086 2.1561 -3.6553 0.0 -0.1 0.0
H 1.8160 1.7119 -6.0831 0.0 0.0 0.0
H 1.5039 -0.6211 -6.8743 0.0 0.0 0.0
H 1.3582 -2.4480 -5.2734 0.0 0.0 0.0
H 2.4911 -3.6832 -4.0217 0.0 0.0 0.0
H 2.0437 -5.7374 -2.8026 0.0 0.0 0.0
H 0.7671 -5.6985 -0.6737 0.0 0.0 0.0
H 0.1305 -3.5537 0.2965 0.0 0.0 0.1
O -0.6783 0.2819 -0.6272 -0.1 0.5 0.3
As -1.6254 1.6731 -0.1075 -0.1 0.0 0.0
C -3.3853 1.2794 -0.6610 0.0 -0.1 0.0
C -4.4303 2.0519 -0.1556 0.0 0.1 0.0
C -5.7125 1.8311 -0.6320 0.0 0.0 0.0
C -5.9392 0.8574 -1.5959 0.0 0.0 0.0
C -4.8899 0.1000 -2.0991 0.0 0.0 0.0
C -3.5992 0.3082 -1.6364 0.0 0.0 0.0
C -0.8665 3.1467 -1.0183 0.0 0.0 -0.1
C -0.4879 2.9720 -2.3515 -0.1 -0.1 0.0
C -0.0660 4.0698 -3.0814 0.0 0.0 0.0
C -0.0336 5.3273 -2.4895 0.0 0.0 0.0
C -0.4311 5.4967 -1.1703 0.0 0.0 0.0
C -0.8558 4.4069 -0.4252 0.0 0.0 0.0
C -1.4560 1.8663 1.7655 0.0 0.0 0.1
C -2.4680 1.4094 2.6080 0.0 0.0 0.0
C -2.3429 1.5912 3.9765 0.0 0.0 0.0
C -1.2156 2.2142 4.4951 0.0 0.0 0.0
C -0.2005 2.6553 3.6544 0.0 0.0 0.0
C -0.3185 2.4886 2.2845 0.1 0.0 -0.1
H -4.2580 2.8255 0.5855 0.0 0.0 0.0
H -6.5348 2.4220 -0.2540 0.0 0.0 0.0
H -6.9427 0.6910 -1.9613 0.0 0.0 0.0
H -5.0763 -0.6488 -2.8555 0.0 0.0 0.0
H -2.7775 -0.2783 -2.0300 0.0 0.0 0.0
H -0.5551 1.9978 -2.8286 0.0 0.1 0.0
H 0.2123 3.9547 -4.1199 0.0 0.0 0.0
H 0.2885 6.1827 -3.0663 0.0 0.0 0.0
H -0.4210 6.4803 -0.7234 0.0 0.0 0.0
H -1.1822 4.5513 0.5976 0.0 0.0 0.0
H -3.3546 0.9336 2.2048 0.0 0.0 0.0
H -3.1317 1.2614 4.6381 0.0 0.0 0.0
H -1.1331 2.3708 5.5615 0.0 0.0 0.0
H 0.6684 3.1498 4.0657 0.0 0.0 0.0
H 0.4621 2.8610 1.6284 0.0 0.0 0.0
```
Positions in Å, forces in eV/Å.

Computed properties:
* net charge: +3
* HOMO-LUMO gap (alpha / beta): 6.23 / 6.49 eV
* 2S+1: 2
* LUMO level (alpha / beta): -0.362 / -0.353 Ha

---

# 2
C4H3LiO2Pd as an isolated structure at a distorted geometry. Source: OMol25; level of theory: the ωB97M-V functional and the def2-TZVPD basis.

```
11
Properties=species:S:1:pos:R:3:forces:R:3
Pd 2.8714 0.3131 1.2628 -0.2 0.2 -0.3
O 1.0089 0.4863 0.1987 2.9 -1.0 -1.2
C 0.5139 -0.7759 -0.2655 -0.7 -0.1 0.9
H 0.8548 -1.2949 -1.1771 0.7 0.7 0.1
H 0.6144 -1.4995 0.5611 -0.3 0.0 -0.3
C -2.1704 -0.3889 -0.0021 -1.4 -4.0 -1.0
C -0.9133 -0.3406 -0.4911 -0.5 3.5 2.1
C -1.0060 0.9822 0.0822 0.2 2.4 -1.9
O -1.3028 2.1569 0.0298 0.2 -2.3 0.5
Li 2.0768 1.5906 -0.7963 -0.2 -0.3 0.6
H -2.5476 -1.2294 0.5976 -0.7 1.0 0.4
```
Positions in Å, forces in eV/Å.

Computed properties:
* net charge: 0
* HOMO-LUMO gap (alpha / beta): 4.91 / 6.62 eV
* 2S+1: 3
* LUMO level (alpha / beta): -0.027 / -0.031 Ha

---

# 3
C3H6NaO4 as an isolated structure at a distorted geometry. Source: OMol25; level of theory: the ωB97M-V functional and the def2-TZVPD basis.

```
14
Properties=species:S:1:pos:R:3:forces:R:3
H -1.4045 -2.1525 -4.3551 0.2 0.9 0.3
C 0.7355 0.2529 -1.2922 -0.3 0.1 -0.7
C -0.0373 0.4858 0.0088 -0.5 0.3 -0.3
O 0.7367 0.0090 1.1157 0.4 -0.2 0.5
C 0.2449 0.1283 2.3494 -0.5 0.0 0.3
O -0.8862 0.6422 2.5464 -0.6 0.3 0.4
O 0.9605 -0.3157 3.2853 0.5 -0.2 1.1
O 0.0526 0.7126 -2.3771 0.1 -0.2 0.4
H 0.9529 -0.8503 -1.3350 0.0 0.1 0.1
H 1.7403 0.7310 -1.1528 0.0 0.0 0.1
H -1.0002 -0.0468 -0.0226 0.2 0.2 0.0
H -0.2384 1.5596 0.1387 0.0 -0.3 -0.1
H -1.2226 -1.4481 -4.0867 -0.1 -0.8 -0.2
Na -0.6343 0.2920 5.1770 0.6 -0.1 -1.8
```
Positions in Å, forces in eV/Å.

Computed properties:
* net charge: -1
* HOMO-LUMO gap: 2.41 eV
* LUMO level: 0.022 Ha

---

# 4
A 3-piece molecular cluster, C6H18O2 overall at a distorted geometry. Source: OMol25; level of theory: the ωB97M-V functional and the def2-TZVPD basis.

```
26
Properties=species:S:1:pos:R:3:forces:R:3
C 0.1617 -0.4425 2.3313 0.9 -0.4 -0.4
C 1.3397 -0.4035 1.3210 -0.7 0.9 0.3
C 1.2197 0.7845 0.3686 -0.6 -0.5 0.3
C 0.3142 0.7198 -0.8596 2.0 -0.9 -1.3
C 0.3818 1.9705 -1.6880 -0.6 1.1 -0.4
C 0.5902 -0.5370 -1.7546 0.5 0.4 1.1
H 0.3345 0.2398 3.1560 -0.4 0.4 -0.1
H -0.7695 -0.3232 1.7879 -0.2 0.4 0.3
H 0.1459 -1.4307 2.7581 0.0 -0.5 0.3
H 1.3962 -1.3551 0.8168 0.2 -0.2 -0.4
H 2.2751 -0.2684 1.8613 0.1 -0.2 0.2
H 2.2482 0.9045 -0.0219 0.0 0.2 -0.5
H 0.9740 1.7125 0.8720 0.3 0.2 0.5
H -0.7362 0.5905 -0.4662 -0.2 0.0 0.4
H -0.2809 2.7585 -1.3170 -0.2 -0.1 0.1
H 0.1790 1.8602 -2.7534 -0.4 -0.5 0.1
H 1.3403 2.4892 -1.7101 0.5 -0.3 0.5
H 1.1483 -1.2830 -1.1857 -0.4 -0.2 0.2
H -0.3079 -0.9981 -2.1591 0.1 0.2 -0.6
H 1.3235 -0.2208 -2.4958 -0.5 0.0 -0.5
H -3.2141 -0.5393 1.0617 -0.7 0.5 -0.1
H -2.3242 -0.0326 0.0403 -0.7 0.1 -0.4
O -3.2455 0.1329 0.3430 0.9 -0.3 0.5
H -1.5384 -2.5308 0.5546 -0.3 0.1 -0.1
H -1.0914 -1.8620 -0.7192 -0.2 -0.1 -0.1
O -1.8639 -1.9361 -0.1420 0.8 -0.4 0.2
```
Positions in Å, forces in eV/Å.

Computed properties:
* net charge: +1
* HOMO-LUMO gap (alpha / beta): 12.91 / 3.83 eV
* 2S+1: 2
* LUMO level (alpha / beta): -0.111 / -0.395 Ha

---

# 5
C14H17BrF6N3O10S2Zr as an isolated structure. Source: OMol25; level of theory: the ωB97M-V functional and the def2-TZVPD basis.

```
54
Properties=species:S:1:pos:R:3:forces:R:3
Zr -0.0689 -0.5581 -0.6665 0.4 -0.1 0.7
O -0.4675 4.6004 3.3178 0.0 0.0 0.0
C -0.3785 3.5406 2.5183 0.1 -0.1 0.0
C -0.8926 3.4837 1.2231 0.1 -0.1 0.1
C -0.7292 2.3220 0.5108 -0.1 0.2 0.0
N -0.1070 1.2112 0.9705 0.0 0.1 0.1
C 0.3760 1.3005 2.2140 0.0 0.3 0.2
Br 1.2817 -0.1468 3.0019 0.0 -0.3 -0.1
C 0.2731 2.4133 3.0180 -0.1 0.1 -0.1
H -0.9281 5.3300 2.8843 0.0 0.0 0.0
H -1.4122 4.3183 0.7732 0.0 0.0 0.0
H -1.1224 2.2665 -0.4913 0.0 0.0 0.0
H 0.6886 2.4178 4.0138 0.0 0.0 0.0
N 0.9615 -2.5183 0.6485 -0.1 0.0 -0.1
C 0.5958 -3.9243 0.2982 0.1 0.0 0.2
C 0.6327 -4.1255 -1.2319 -0.1 -0.1 -0.1
C 0.1813 -2.7922 -1.7096 0.4 -0.2 -0.3
O -0.9972 -2.3967 -1.4625 -0.2 0.2 0.1
O 1.0410 -1.9175 -2.0251 -0.2 0.3 0.0
H 1.9506 -2.3587 0.4651 0.0 0.0 0.0
H 0.8433 -2.3682 1.6460 0.0 0.0 0.0
H -0.4132 -4.1094 0.6674 0.0 0.0 -0.1
H 1.2537 -4.6342 0.7988 0.0 0.0 0.0
H -0.0537 -4.9150 -1.5316 0.0 0.0 0.1
H 1.6320 -4.3388 -1.6033 0.0 0.0 0.1
C -3.8261 -1.9956 0.4560 0.0 0.0 0.0
C -2.9420 -0.8151 0.8150 0.0 0.2 -0.1
C -3.3180 -0.1659 2.1300 0.0 0.0 0.0
O -1.5441 -1.2801 0.9128 0.0 0.0 0.1
C -2.9702 0.2170 -0.3282 0.2 0.0 0.1
O -3.8969 0.9486 -0.5055 -0.1 -0.1 0.0
O -1.8549 0.2236 -1.0588 0.0 0.0 -0.2
H -3.8049 -2.7414 1.2547 0.0 0.0 0.0
H -3.5179 -2.4537 -0.4848 0.0 0.0 0.0
H -4.8524 -1.6478 0.3489 0.0 0.0 0.0
H -3.3063 -0.9021 2.9335 0.0 0.0 0.0
H -4.3185 0.2539 2.0408 0.0 0.0 0.0
H -2.6297 0.6419 2.3823 0.0 0.0 0.0
H -1.5752 -2.2433 0.8499 0.0 -0.1 0.0
F 3.3993 2.4043 -0.2753 -0.1 0.0 0.0
C 4.2274 1.3713 -0.3902 0.2 -0.1 -0.2
F 4.6341 0.9952 0.8139 0.0 0.0 0.0
F 5.2654 1.7133 -1.1336 0.0 0.0 0.1
S 3.3437 -0.0448 -1.1794 -0.4 0.4 0.1
O 2.2002 -0.2069 -0.2502 -0.2 -0.1 -0.1
O 4.2489 -1.1288 -1.2526 0.2 -0.2 0.0
N 2.9074 0.5034 -2.5825 -0.2 0.0 0.1
S 1.4591 0.9820 -2.9418 0.2 0.4 0.4
O 0.7551 0.1796 -3.8742 0.0 0.0 -0.4
O 0.6653 1.3072 -1.7095 0.0 -0.8 -0.5
C 1.7373 2.6558 -3.6768 0.0 -0.1 -0.1
F 2.3996 2.5241 -4.8099 0.0 0.0 0.0
F 0.5496 3.1955 -3.9003 0.0 0.0 0.0
F 2.4240 3.4079 -2.8322 0.0 0.0 0.0
```
Positions in Å, forces in eV/Å.

Computed properties:
* net charge: +1
* HOMO-LUMO gap: 9.57 eV
* LUMO level: -0.133 Ha

---

# 6
A 2-piece molecular cluster, C3H8O2 overall at a distorted geometry. Source: OMol25; level of theory: the ωB97M-V functional and the def2-TZVPD basis.

```
13
Properties=species:S:1:pos:R:3:forces:R:3
C -0.1551 1.3765 0.5270 0.0 -2.0 -1.7
O 0.3070 0.3559 1.4686 1.0 1.3 -0.2
C -0.8495 0.4962 -0.5253 -1.7 0.2 2.0
C -0.7338 0.1348 -1.7925 0.8 0.1 0.2
H -0.8559 1.9929 1.0820 -0.2 0.2 -0.4
H 0.5635 1.9925 -0.0177 0.7 -0.1 0.8
H 1.2346 0.5726 1.6261 -0.1 -0.3 0.3
H -1.6238 0.0158 0.0863 -0.7 0.2 -0.8
H -1.5531 -0.3716 -2.2920 0.3 -0.4 0.3
H 0.2057 0.2135 -2.3271 -0.2 0.8 -0.4
H 1.3775 -3.0087 0.8607 0.0 0.1 0.0
H 0.7855 -1.5877 0.9324 -0.1 0.1 -0.1
O 1.2974 -2.1825 0.3716 0.1 -0.2 0.0
```
Positions in Å, forces in eV/Å.

Computed properties:
* net charge: 0
* HOMO-LUMO gap: 10.31 eV
* LUMO level: 0.029 Ha
* SMILES: C=CCO.O

---

| no. | total energy (eV) |
| --- | --- |
| 1 | -181846.486 |
| 2 | -11967.820 |
| 3 | -15814.083 |
| 4 | -10597.623 |
| 5 | -149037.041 |
| 6 | -7333.909 |